DFT (wB97M-V/def2-TZVPD) results for a cluster of 2 separate species, C12H17N in total in a non-equilibrium geometry.

Structure (XYZ):
```
30
Properties=species:S:1:pos:R:3:mulliken_charge:R:1
C -0.885 -1.584 2.090 -1.589
C -1.362 -0.280 1.549 0.579
C -1.965 0.710 2.256 -0.703
N -2.154 1.836 1.474 -0.167
C -1.839 1.503 0.157 -0.573
C -1.685 2.328 -0.941 -0.723
C -1.267 1.720 -2.132 -0.502
C -0.960 0.362 -2.173 -0.640
C -1.007 -0.419 -1.026 -0.254
C -1.332 0.183 0.186 1.227
H -1.636 -2.111 2.694 0.439
H -0.060 -1.438 2.769 0.341
H -0.574 -2.306 1.336 0.246
H -2.367 0.720 3.247 0.440
H -2.892 2.482 1.702 0.288
H -1.888 3.391 -1.008 0.372
H -1.178 2.381 -2.980 0.380
H -0.659 -0.078 -3.110 0.438
H -0.751 -1.465 -1.140 0.409
C 2.426 -1.033 -1.679 -1.253
C 2.546 -0.109 -0.459 -0.138
C 2.266 -0.825 0.869 -0.838
H 1.643 -1.784 -1.573 0.285
H 3.356 -1.568 -1.855 0.391
H 2.233 -0.519 -2.627 0.286
H 3.551 0.326 -0.478 0.379
H 1.868 0.725 -0.650 0.194
H 1.995 -1.869 0.685 0.267
H 3.157 -0.952 1.484 0.410
H 1.420 -0.328 1.333 0.010
```

- energy above the lowest of the compared OMol25 structures with the same formula, charge and spin (eV) = 0.660
- SMILES string = Cc1c[nH]c2ccccc12.CCC
- highest occupied orbital energy (hartree) = -0.2863

***

DFT (wB97M-V/def2-TZVPD) results for a cluster of 17 separate species, C30H19Cl64NO6 in total in a non-equilibrium geometry.

Structure (XYZ):
```
120
Properties=species:S:1:pos:R:3:mulliken_charge:R:1
C -4.597 0.594 1.611 0.273
O -4.845 -0.562 0.827 -0.397
C -4.474 -1.772 1.456 -0.660
C -3.085 -1.721 2.129 0.453
C -2.514 -3.143 2.114 -1.428
N -1.224 -3.304 2.825 0.449
C -1.195 -4.228 3.948 -0.827
C -1.800 -3.750 5.271 -0.406
O -2.994 -2.988 5.121 -0.530
C -0.498 -2.163 2.990 0.212
O -0.183 -1.604 4.003 -0.581
O -0.102 -1.650 1.754 -0.051
O 0.195 -0.276 1.937 -0.261
C 1.404 0.036 1.396 -1.080
O 1.628 1.195 1.217 -0.378
C 2.416 -0.996 1.011 1.262
C 2.759 -2.061 1.835 0.382
C 3.677 -3.020 1.430 -0.859
C 4.250 -2.889 0.169 -0.555
C 3.950 -1.813 -0.671 -1.490
C 3.036 -0.868 -0.228 0.189
H -3.606 0.986 1.355 0.157
H -5.321 1.373 1.362 -0.502
H -4.681 0.420 2.689 0.279
H -4.434 -2.533 0.671 0.432
H -5.237 -2.104 2.175 0.237
H -2.476 -1.081 1.491 0.233
H -3.177 -1.361 3.151 0.170
H -3.257 -3.830 2.522 0.418
H -2.402 -3.441 1.064 0.437
H -0.182 -4.582 4.161 0.331
H -1.739 -5.124 3.636 0.426
H -1.978 -4.569 5.975 0.406
H -1.057 -3.114 5.762 0.226
H -2.792 -2.095 5.413 0.333
H 2.279 -2.117 2.807 0.813
H 3.926 -3.847 2.087 0.075
H 4.939 -3.664 -0.145 0.597
H 4.411 -1.670 -1.633 0.638
H 2.794 -0.031 -0.870 0.691
C 0.169 0.947 -2.883 -0.039
Cl -1.487 1.237 -3.453 -0.074
Cl 0.124 0.255 -1.265 0.246
Cl 0.983 -0.192 -3.967 0.007
Cl 1.059 2.473 -2.854 -0.056
C 0.837 2.035 -7.782 0.170
Cl -0.192 1.509 -6.434 0.048
Cl 2.290 1.027 -7.830 -0.119
Cl -0.032 1.879 -9.309 0.024
Cl 1.297 3.723 -7.535 -0.109
C 4.021 3.035 3.083 -0.042
Cl 2.550 4.004 2.986 0.135
Cl 5.193 3.824 4.150 -0.096
Cl 3.581 1.453 3.729 0.178
Cl 4.731 2.852 1.478 -0.099
C -1.002 5.598 -0.892 0.154
Cl 0.187 5.140 0.327 0.033
Cl -1.907 4.168 -1.394 0.016
Cl -2.124 6.795 -0.220 -0.105
Cl -0.175 6.295 -2.291 -0.100
C 2.071 2.321 7.721 0.173
Cl 1.002 3.656 8.175 -0.048
Cl 1.109 0.981 7.081 -0.039
Cl 3.198 2.866 6.480 -0.027
Cl 2.971 1.775 9.142 -0.106
C 3.392 -4.519 -3.941 0.299
Cl 2.878 -3.238 -5.048 -0.068
Cl 3.562 -3.848 -2.305 -0.055
Cl 2.188 -5.812 -3.939 -0.118
Cl 4.949 -5.169 -4.477 -0.130
C 2.532 -9.899 -5.881 0.327
Cl 1.447 -10.342 -4.550 -0.135
Cl 3.847 -11.075 -5.999 -0.080
Cl 1.622 -9.882 -7.394 -0.098
Cl 3.201 -8.294 -5.575 -0.014
C -4.085 2.099 -8.939 0.270
Cl -2.878 1.640 -7.738 0.017
Cl -4.993 0.667 -9.443 -0.113
Cl -5.194 3.288 -8.249 -0.106
Cl -3.264 2.804 -10.343 -0.083
C -7.027 4.063 0.725 0.285
Cl -7.242 3.341 -0.872 -0.089
Cl -7.168 2.805 1.959 -0.116
Cl -5.425 4.804 0.821 -0.015
Cl -8.266 5.294 0.990 -0.111
C -0.790 6.835 4.334 0.124
Cl 0.654 5.884 3.976 -0.057
Cl -0.440 8.554 4.094 -0.038
Cl -2.095 6.338 3.253 -0.010
Cl -1.272 6.563 6.010 -0.042
C -2.965 -2.634 -4.522 0.162
Cl -3.611 -1.452 -5.668 -0.046
Cl -2.935 -1.926 -2.905 0.039
Cl -3.987 -4.076 -4.519 -0.113
Cl -1.321 -3.077 -5.000 -0.049
C 4.460 -3.111 5.726 0.231
Cl 4.175 -1.547 4.975 0.028
Cl 6.061 -3.140 6.464 -0.100
Cl 3.233 -3.417 6.960 -0.101
Cl 4.354 -4.355 4.468 -0.110
C 0.299 8.542 9.470 0.342
Cl -0.359 9.661 8.271 -0.065
Cl 0.344 9.329 11.052 -0.103
Cl -0.725 7.104 9.557 -0.091
Cl 1.934 8.067 8.998 -0.092
C 3.974 -14.223 -3.176 0.335
Cl 3.205 -12.635 -3.220 -0.028
Cl 2.794 -15.439 -2.674 -0.100
Cl 4.583 -14.624 -4.787 -0.106
Cl 5.319 -14.200 -2.028 -0.101
C 0.183 1.913 -13.564 0.335
Cl -0.214 3.443 -14.353 -0.103
Cl 1.785 2.026 -12.828 -0.097
Cl -1.016 1.572 -12.309 -0.048
Cl 0.171 0.612 -14.759 -0.099
C -0.431 12.881 3.367 0.367
Cl -0.880 13.920 4.723 -0.103
Cl -1.837 12.621 2.330 -0.103
Cl 0.857 13.651 2.434 -0.103
Cl 0.138 11.323 3.984 -0.061
```

- highest occupied orbital energy (hartree) = -0.3543

***

DFT (wB97M-V/def2-TZVPD) results for a structure of composition C21H27N6PPt in a non-equilibrium geometry.

Structure (XYZ):
```
56
Properties=species:S:1:pos:R:3:mulliken_charge:R:1
Pt -0.479 0.394 -0.460 0.859
C 1.623 -2.923 3.597 -0.659
N 0.586 -2.323 2.698 0.105
C -0.710 -2.592 2.556 -0.505
C -1.264 -1.717 1.543 0.280
N -0.307 -1.135 1.057 -0.139
C 0.864 -1.364 1.824 -0.053
P 2.373 -0.531 1.358 -0.177
C 2.367 -0.543 -0.527 0.355
N 1.385 -0.258 -1.349 -0.141
C 1.843 -0.370 -2.601 -0.286
C 3.163 -0.825 -2.493 -0.645
N 3.523 -0.821 -1.221 0.092
C 4.963 -1.117 -0.762 -0.729
C 1.690 1.217 1.586 0.290
N 0.590 1.611 0.878 -0.068
C 0.380 2.935 1.121 -0.009
C 1.365 3.363 2.104 -0.320
N 2.103 2.268 2.335 0.033
C 3.345 2.109 3.182 -0.683
H 1.122 -3.400 4.415 0.354
H 2.259 -2.112 4.047 0.270
H 2.156 -3.443 2.854 0.406
H -1.363 -3.129 3.137 0.487
H -2.303 -1.832 1.421 0.461
H 1.248 -0.020 -3.480 0.433
H 3.767 -1.096 -3.372 0.459
H 5.589 -0.260 -0.983 0.359
H 5.306 -2.113 -1.142 0.364
H 4.830 -1.154 0.311 0.272
H -0.515 3.438 0.723 0.312
H 1.358 4.258 2.717 0.440
H 3.009 1.168 3.669 0.349
H 3.299 2.894 4.006 0.369
H 4.204 2.264 2.517 0.298
C -2.432 3.148 -1.104 -1.749
C -2.545 1.644 -1.305 0.725
C -1.676 0.902 -2.245 -0.728
C -2.238 -0.476 -2.678 0.831
C -1.578 -1.002 -3.887 -1.730
C -3.245 -1.103 -2.024 -0.787
C -4.002 -0.376 -1.036 0.516
C -5.171 -1.129 -0.458 -1.183
C -3.572 0.908 -0.671 -0.331
H -3.244 3.734 -1.592 0.416
H -1.515 3.668 -1.443 0.403
H -2.634 3.491 -0.047 0.446
H -0.982 1.544 -2.862 0.582
H -2.324 -1.549 -4.552 0.445
H -1.091 -1.899 -3.527 0.415
H -1.007 -0.285 -4.399 0.382
H -3.638 -1.964 -2.465 0.598
H -5.341 -1.922 -1.117 0.434
H -6.057 -0.377 -0.665 0.369
H -5.069 -1.319 0.610 0.310
H -4.007 1.519 0.204 0.404
```

- energy above the lowest of the compared OMol25 structures with the same formula, charge and spin (eV) = 3.458
- <S²> = 6.05
- total charge = +4
- multiplicity = 5
- highest occupied orbital energy (alpha / beta) (hartree) = -0.7228 / -0.7407

***

DFT (wB97M-V/def2-TZVPD) results for an isolated molecule of C4H7NS in a non-equilibrium geometry.

Structure (XYZ):
```
13
Properties=species:S:1:pos:R:3:mulliken_charge:R:1
C -1.189 -0.945 -0.371 -1.233
C -0.742 0.346 0.327 0.239
C 0.052 1.365 -0.347 -0.477
N 0.624 0.516 0.658 -0.149
C 1.699 -0.337 0.658 -0.206
S 3.050 -0.060 -0.213 -0.318
H -1.675 -1.627 0.336 0.333
H -1.885 -0.750 -1.165 0.326
H -0.364 -1.569 -0.799 0.351
H -1.357 0.690 1.193 0.295
H -0.037 2.438 -0.146 0.245
H 0.383 1.114 -1.404 0.224
H 1.443 -1.182 1.273 0.370
```

- energy above the lowest of the compared OMol25 structures with the same formula, charge and spin (eV) = 1.874
- SMILES string = C[C@@H]1CN1C=S
- highest occupied orbital energy (hartree) = -0.3130